[1]
ORCA calculation (ωB97M-V/def2-TZVPD) on a single C4H7N3S molecule.

Results
Structure (SMILES): NCSn1ccnc1
Net charge: 0
HOMO energy in eV: -8.722
LUMO level in eV: 0.661

Each line ends with the Mulliken charge.
Atoms and positions in Å:
1 C -2.8558 -0.0366 -0.0627  -0.4323
2 C -0.9034 0.7585 0.0319  0.1131
3 C -1.9851 -1.1329 -0.0880  -0.2377
4 C 2.1054 -0.2646 -0.4200  -0.5875
5 N -2.1627 1.0903 0.0560  -0.6038
6 N -0.6894 -0.5787 -0.0123  0.0832
7 N 2.5148 0.8358 0.3744  -0.5059
8 S 0.7719 -1.4813 0.1440  -0.0130
9 H -3.8146 0.1015 0.2342  0.4167
10 H -0.2168 1.5793 0.2334  0.1966
11 H 3.0056 -0.8861 -0.5906  0.3667
12 H -2.2589 -2.2055 -0.3280  0.3190
13 H 1.8970 1.5759 0.4857  0.2338
14 H 2.8573 0.6258 1.3219  0.2417
15 H 1.7346 0.0186 -1.3799  0.4094

Forces on the atoms, in the same order (eV/Å):
2.830 -1.870 0.469
0.609 1.573 0.896
-0.981 -0.522 -0.683
0.130 -0.739 0.351
0.892 1.208 -0.407
-1.242 -0.159 -0.630
1.341 -1.062 0.982
0.551 0.161 0.292
-3.219 -0.714 -0.064
0.539 -0.877 -0.282
-0.755 -0.158 0.127
0.958 1.503 0.648
-1.480 1.354 -0.199
-0.120 -0.334 -0.868
-0.054 0.634 -0.634

=====

[2]
ORCA calculation (ωB97M-V/def2-TZVPD) on a 2-piece molecular cluster, C9H14S overall.

Results
Multiplicity: 2
Net charge: -1
HOMO energy (spin up / spin down) in eV: 1.016 / -3.891
LUMO level (spin up / spin down) in eV: 3.148 / 3.031

Each line ends with the Mulliken charge.
Atoms and positions in Å:
1 C -1.7501 -2.9108 1.7050  -1.1850
2 C 0.2949 -1.7449 -1.2252  -0.6165
3 C 0.0219 -2.3972 -0.0276  -0.6047
4 C -0.6599 -0.9810 -1.9018  -0.2948
5 C -1.2735 -2.1864 0.4709  0.8353
6 C -1.9210 -0.6239 -1.4131  -0.9055
7 C -2.1156 -1.2712 -0.1930  -0.0373
8 H 1.1699 -1.8898 -1.9103  0.2566
9 H 0.8997 -2.7176 0.6041  0.2292
10 H -0.3380 -0.4617 -2.8331  0.2658
11 H -2.4886 0.2288 -1.8646  0.4088
12 H -1.1480 -3.8568 1.9540  0.2730
13 H -2.7794 -3.3360 1.3750  0.2699
14 H -2.9977 -0.8429 0.4627  -0.0132
15 H -1.6759 -2.2668 2.6080  0.2618
16 C 0.5730 2.3306 0.7321  -1.0802
17 C 3.0908 3.7342 -0.2432  -0.9612
18 S 1.9312 2.2602 -0.5878  0.0196
19 H 0.3732 1.2455 0.9499  0.2646
20 H 0.8813 2.6768 1.7498  0.4137
21 H -0.2590 2.9379 0.3943  0.3278
22 H 3.7835 3.8583 -1.1062  0.2776
23 H 3.8655 3.5200 0.5945  0.2908
24 H 2.5221 4.6948 -0.2947  0.3041

Forces on the atoms, in the same order (eV/Å):
-0.579 -1.592 -0.517
-0.277 0.662 -2.879
2.241 -0.214 0.437
1.862 0.653 -1.717
-1.175 0.747 -0.289
0.254 0.250 0.569
-2.495 0.737 2.944
-0.155 -0.054 1.352
-1.121 -0.100 -0.495
-0.017 -0.672 0.449
0.283 -0.997 0.800
-0.517 1.381 -0.586
1.282 0.980 1.487
1.143 -1.301 -1.217
-0.714 -0.368 -0.265
1.431 -0.885 0.730
0.681 -0.595 -0.292
0.287 1.205 1.178
-0.405 1.005 -0.793
0.305 0.170 -0.998
-0.192 -0.357 -0.123
-0.651 -0.595 0.073
-1.951 0.716 -0.813
0.479 -0.776 0.965

=====

[3]
ORCA calculation (ωB97M-V/def2-TZVPD) on a single C17H20ClN3O3S molecule.

Results
Structure (SMILES): Cc1ccc(NC(=O)C[C@@H]2S/C(=N/C[C@@H]3CCCO3)NC2=O)cc1Cl
Net charge: 0
HOMO energy in eV: -8.493
LUMO level in eV: 0.506

Each line ends with the Mulliken charge.
Atoms and positions in Å:
1 C 4.3659 0.5364 0.8493  -1.7541
2 C 3.0726 1.1050 0.3585  0.7275
3 C 2.6126 0.8715 -0.9307  -0.8445
4 C 1.4135 1.3858 -1.3895  -0.6732
5 C 0.6282 2.1604 -0.5427  0.4791
6 C 1.0711 2.4184 0.7526  -0.5509
7 C 2.2733 1.8935 1.1839  0.4865
8 Cl 2.7793 2.2187 2.8058  -0.2454
9 H 0.4683 3.0048 1.4287  0.3613
10 N -0.6235 2.6659 -0.9078  -0.0874
11 C -1.3780 2.3173 -1.9884  0.3624
12 O -0.9721 1.6895 -2.9384  -0.6195
13 C -2.8373 2.7509 -1.8639  -0.9960
14 H -3.2854 2.6967 -2.8577  0.4101
15 H -2.9234 3.7671 -1.4779  0.3594
16 C -3.5924 1.7737 -0.9435  0.2051
17 C -3.2587 0.3424 -1.3721  0.1121
18 O -3.7258 -0.2037 -2.3329  -0.6254
19 N -2.3264 -0.1861 -0.5331  0.2351
20 C -1.9967 0.4914 0.6225  0.4557
21 N -1.1251 0.2750 1.4946  -0.4197
22 C -0.1434 -0.7734 1.4676  -0.5758
23 H 0.5757 -0.5759 0.6626  0.0923
24 C -0.6635 -2.2149 1.3120  0.2831
25 C 0.4105 -3.2369 1.7391  -0.7790
26 H 0.1506 -3.7256 2.6747  0.3529
27 C 0.4768 -4.2139 0.5637  -0.6227
28 H 1.4692 -4.6308 0.4142  0.3611
29 C 0.0330 -3.3237 -0.5925  -0.4739
30 H -0.3927 -3.8647 -1.4375  0.3878
31 H 0.8633 -2.6943 -0.9437  0.2248
32 O -0.9931 -2.5205 -0.0424  -0.5745
33 H -0.2375 -5.0262 0.6984  0.2720
34 H 1.3694 -2.7330 1.8647  0.2848
35 H -1.5887 -2.3238 1.8903  0.4794
36 H 0.3797 -0.6946 2.4249  0.2528
37 S -3.0582 1.9030 0.7950  -0.2411
38 H -1.9124 -1.1068 -0.6956  0.1177
39 H -4.6655 1.9591 -1.0000  0.5144
40 H -1.0862 3.1851 -0.1713  0.2842
41 H 1.0788 1.1796 -2.3919  0.5365
42 H 3.2104 0.2664 -1.5966  0.3371
43 H 5.0464 1.3384 1.1324  0.3666
44 H 4.1994 -0.0775 1.7338  0.3511
45 H 4.8376 -0.0695 0.0806  0.3902

Forces on the atoms, in the same order (eV/Å):
-0.011 0.034 0.011
0.042 -0.044 0.048
-0.012 0.083 0.249
-0.128 -0.033 -0.196
0.357 -0.177 -0.021
0.080 -0.017 -0.110
-0.167 -0.016 -0.364
0.040 0.054 0.233
-0.071 0.042 0.108
0.170 0.382 0.242
-0.348 0.515 0.013
0.069 -0.190 -0.215
0.049 -0.188 -0.207
0.111 0.040 0.047
-0.023 -0.001 -0.009
-0.045 0.228 0.250
-0.463 0.350 0.175
-0.086 -0.105 -0.240
0.511 -0.619 0.005
-0.043 0.189 0.169
-0.306 0.360 0.241
-0.096 -0.413 -0.063
0.127 -0.061 0.031
0.137 0.345 0.626
-0.127 0.003 -0.184
0.047 0.030 0.060
-0.142 0.164 -0.102
0.037 -0.065 -0.009
0.309 -0.298 -0.152
0.081 0.039 0.007
-0.053 -0.057 -0.008
-0.243 0.049 -0.083
0.019 -0.039 -0.032
0.039 0.024 0.053
0.122 0.005 -0.053
0.134 -0.176 -0.139
-0.453 0.005 0.006
-0.034 0.049 -0.062
0.109 -0.154 -0.075
-0.042 -0.184 -0.237
-0.008 0.019 -0.014
0.078 -0.057 -0.061
0.111 -0.020 0.050
0.082 -0.054 0.054
0.038 -0.041 -0.043

=====

no.,maximum force (eV Å⁻¹)
1,3.42
2,3.93
3,0.80